1.
{
  "formula": "C6H6N4O",
  "method": "wB97M-V/def2-TZVPD",
  "homo_energy_ev": -9.022,
  "species": ["C", "C", "C", "C", "C", "C", "H", "H", "H", "H", "H", "H", "N", "N", "N", "N", "O"],
  "coordinates": [[2.595, -0.588, 0.107], [1.136, -0.187, -0.040], [0.780, 1.158, 0.008], [-0.618, 1.546, -0.082], [-2.809, 0.387, 0.053], [-1.110, -0.853, -0.083], [2.810, -1.031, 1.145], [3.253, 0.357, 0.048], [2.945, -1.382, -0.600], [1.508, 2.030, 0.225], [-3.425, 1.195, 0.116], [0.533, -2.104, -0.543], [-1.442, 0.432, -0.091], [-3.219, -0.843, 0.095], [-2.110, -1.648, 0.029], [0.203, -1.128, -0.284], [-1.029, 2.658, -0.104]],
  "forces_ev_per_a": [[1.10, 0.24, 1.05], [1.29, 2.63, -0.26], [1.29, 0.02, 0.67], [2.37, -0.79, 0.15], [0.56, -1.99, -0.30], [1.02, -1.00, -0.64], [-0.60, 0.63, -1.32], [-1.04, -1.66, -0.17], [-0.40, 0.85, 0.27], [-1.18, -1.93, -0.50], [-1.30, 2.20, 0.12], [-1.00, 1.84, 0.79], [-2.43, 0.98, 0.33], [0.01, 0.40, 0.28], [-0.23, -0.89, -0.21], [1.66, -3.18, -0.19], [-1.12, 1.66, -0.06]],
  "mulliken_charge": [-1.219, 0.788, -0.515, 0.426, -0.206, 0.365, 0.267, 0.291, 0.332, 0.233, 0.533, 0.322, 0.035, -0.462, -0.511, -0.102, -0.577]
}



2.
{
  "formula": "C6H6N4S4SbSe3TcTe",
  "method": "wB97M-V/def2-TZVPD",
  "total_charge": 2,
  "homo_energy_ev": [-13.679, -13.679],
  "species": ["Tc", "N", "C", "C", "N", "C", "C", "N", "C", "C", "N", "H", "H", "H", "H", "H", "H", "Se", "Se", "Te", "Se", "S", "Sb", "S", "S", "S"],
  "coordinates": [[-1.141, -0.978, 0.057], [2.876, -0.087, -0.099], [3.098, -1.346, 0.383], [1.876, -1.947, 0.485], [0.922, -1.064, 0.072], [1.548, 0.064, -0.273], [0.689, 1.132, -0.698], [-0.625, 0.890, -0.605], [-1.275, 1.996, -1.087], [-0.347, 2.910, -1.475], [0.882, 2.350, -1.223], [3.595, 0.600, -0.261], [4.077, -1.721, 0.620], [1.622, -2.931, 0.836], [-2.348, 2.068, -1.118], [-0.460, 3.895, -1.893], [1.764, 2.800, -1.414], [-1.781, -3.238, -0.565], [0.108, -3.991, -2.009], [-1.107, -3.027, -4.033], [-2.487, -1.734, -2.293], [-3.284, 0.031, 4.566], [-2.445, 2.414, 4.539], [-3.116, -0.744, 2.704], [-1.116, -0.850, 2.286], [-1.526, 2.509, 2.497]],
  "forces_ev_per_a": [[-0.78, 0.42, 1.98], [-0.12, 0.23, -0.06], [-0.06, -0.37, 0.10], [0.11, 0.03, 0.04], [0.14, 0.16, -0.08], [0.09, -0.54, 0.09], [-0.31, 0.24, -0.14], [0.29, 0.21, -0.27], [-0.01, 0.29, -0.12], [-0.35, -0.01, 0.05], [0.17, -0.17, 0.12], [-0.01, 0.03, -0.02], [0.05, 0.08, -0.04], [0.07, -0.02, 0.01], [-0.01, 0.00, 0.02], [0.05, 0.01, 0.00], [0.03, -0.04, 0.03], [0.47, -0.36, -0.96], [-0.45, 0.18, 0.47], [0.02, -0.13, 0.02], [0.32, 0.03, 0.56], [0.21, 0.46, 0.25], [0.24, -0.46, -1.08], [-0.10, 0.11, -0.32], [0.35, -0.40, -1.58], [-0.43, 0.00, 0.92]],
  "mulliken_charge": [0.843, -0.108, -0.611, -0.594, 0.457, 0.008, 0.161, 0.394, -0.885, -0.283, -0.118, 0.195, 0.427, 0.519, 0.454, 0.434, 0.202, 0.054, -0.057, 0.255, 0.074, -0.243, 0.790, 0.084, -0.036, -0.417]
}



3.
{
  "formula": "C6H6N5O3P",
  "method": "wB97M-V/def2-TZVPD",
  "total_charge": 2,
  "homo_energy_ev": -19.217,
  "species": ["C", "C", "C", "C", "C", "C", "N", "N", "N", "N", "N", "O", "O", "O", "P", "H", "H", "H", "H", "H", "H"],
  "coordinates": [[1.093, -0.911, 3.960], [-0.306, -0.790, 3.352], [-2.064, 2.489, -2.180], [-2.221, 1.077, -2.817], [1.216, -0.696, 1.910], [-0.929, 1.023, -1.197], [1.967, -0.860, 3.037], [-0.147, -0.571, 2.115], [-1.245, 2.343, -1.211], [-1.514, 0.251, -2.135], [1.933, -0.734, -1.847], [0.044, -2.240, -0.640], [1.678, -0.881, 0.781], [0.066, 0.594, -0.586], [0.858, -1.074, -0.713], [1.275, -1.093, 4.977], [-1.104, -0.814, 3.924], [-2.558, 3.325, -2.454], [-2.741, 0.991, -3.775], [2.362, -1.555, -2.352], [2.340, 0.126, -2.150]],
  "forces_ev_per_a": [[-0.15, -0.44, -0.61], [4.54, 0.65, -1.99], [1.61, -3.74, 1.44], [0.15, 0.76, -0.45], [-1.01, -0.99, 0.97], [1.41, -0.35, -0.98], [1.43, 0.39, 0.50], [-1.92, 0.38, -0.89], [-0.49, 2.41, 1.10], [-1.88, -1.48, -1.91], [0.05, -2.24, -0.30], [-0.43, -0.54, -0.08], [1.01, 0.50, -1.65], [1.46, -1.23, 1.25], [0.04, 2.41, -0.41], [0.57, -0.13, 1.30], [-4.46, -0.15, 2.15], [-1.28, 2.92, -0.84], [0.08, -0.89, 0.38], [-0.75, 0.95, 0.74], [0.03, 0.81, 0.28]],
  "mulliken_charge": [-0.015, -0.119, -0.008, -0.025, 0.820, 0.788, -0.378, -0.266, -0.394, -0.370, -0.378, -0.455, -0.235, -0.270, 0.849, 0.454, 0.521, 0.497, 0.399, 0.314, 0.272]
}



4.
{
  "formula": "C6H6NO2S2",
  "method": "wB97M-V/def2-TZVPD",
  "total_charge": -1,
  "homo_energy_ev": -4.244,
  "species": ["C", "C", "C", "C", "C", "C", "N", "O", "O", "S", "S", "H", "H", "H", "H", "H", "H"],
  "coordinates": [[-2.229, 0.957, 0.836], [-0.949, 1.257, 0.491], [-2.433, -0.412, 0.654], [-0.313, 0.051, 0.178], [0.981, -0.290, -0.589], [2.486, 0.254, -0.095], [-1.235, -0.971, 0.304], [1.079, -1.701, -0.533], [0.795, 0.113, -1.919], [3.274, 1.362, -1.055], [2.968, -0.483, 1.353], [-2.986, 1.589, 1.280], [-0.469, 2.179, 0.586], [-3.422, -0.827, 0.621], [-0.888, -1.753, -0.104], [1.765, -2.032, 0.182], [1.576, 0.706, -2.190]],
  "forces_ev_per_a": [[-2.23, -1.43, 0.54], [2.30, -1.55, -0.13], [-0.29, 0.92, 0.09], [0.20, 0.92, -0.23], [1.51, 0.29, 0.03], [-1.67, -0.47, 0.82], [-0.18, 4.47, 0.75], [1.17, -1.51, 0.76], [0.58, 0.37, -0.05], [-0.19, -0.21, 0.15], [0.13, 0.38, -0.56], [0.03, 0.17, -0.30], [0.66, 1.23, -0.10], [0.21, -0.88, 0.24], [0.28, -3.53, -1.19], [-1.63, 1.72, -1.59], [-0.88, -0.91, 0.78]],
  "mulliken_charge": [-0.373, -0.819, -0.591, 0.137, 0.536, 0.172, 0.025, -0.653, -0.534, -0.496, -0.455, 0.376, 0.496, 0.392, 0.197, 0.305, 0.286]
}



5.
{
  "formula": "C6H6NS",
  "method": "wB97M-V/def2-TZVPD",
  "total_charge": -1,
  "homo_energy_ev": -2.472,
  "species": ["C", "C", "C", "C", "C", "C", "N", "S", "H", "H", "H", "H", "H", "H"],
  "coordinates": [[0.196, 1.798, -0.100], [1.546, 1.608, -0.112], [-0.563, 0.608, 0.052], [1.045, -0.558, 0.076], [-1.676, -0.047, 0.340], [1.027, -1.871, -0.128], [2.049, 0.386, 0.009], [3.699, -0.125, -0.111], [-0.128, 2.752, 0.042], [2.363, 2.453, -0.210], [-1.525, -1.025, 0.502], [-2.569, 0.510, 0.392], [2.030, -2.431, -0.349], [0.224, -2.542, -0.178]],
  "forces_ev_per_a": [[0.32, -1.45, -0.25], [2.19, 2.25, -0.30], [4.80, -2.97, 0.72], [-3.85, 1.79, -0.82], [0.56, 3.69, -0.92], [3.74, -0.60, -0.43], [-0.32, -1.58, 0.10], [0.67, 0.31, -0.06], [-1.27, 2.54, 0.13], [-1.93, -1.73, 0.28], [-0.36, -3.47, 0.68], [-1.33, 0.04, 0.13], [-1.68, 1.37, 0.60], [-1.53, -0.17, 0.15]],
  "mulliken_charge": [-1.078, 0.026, 0.646, 0.088, -1.003, -0.835, 0.033, -0.627, 0.412, 0.274, 0.297, 0.308, 0.175, 0.285]
}



6.
{
  "formula": "C6H6O",
  "method": "wB97M-V/def2-TZVPD",
  "homo_energy_ev": -9.108,
  "species": ["C", "C", "C", "C", "C", "C", "H", "H", "H", "H", "H", "H", "O"],
  "coordinates": [[-1.070, -1.766, -1.530], [-0.557, -0.517, -0.609], [-0.975, 0.062, 0.495], [0.252, 0.833, 0.966], [1.539, 0.634, 0.056], [0.872, -0.330, -0.796], [-2.170, -2.293, -1.491], [-0.265, -2.689, -1.301], [-1.265, -1.833, -2.719], [-2.005, -0.025, 0.881], [2.347, 1.228, -0.079], [1.282, -0.994, -1.670], [0.214, 1.638, 1.862]],
  "forces_ev_per_a": [[-1.31, -3.16, -0.98], [-0.60, -3.95, -2.08], [-0.33, 0.04, -0.17], [0.80, 2.44, 0.72], [-8.49, -5.80, -1.98], [4.68, 1.48, -0.99], [2.37, 1.60, 1.59], [-2.22, 2.54, -0.60], [1.76, 1.51, 2.27], [1.01, 0.47, 0.28], [2.53, 1.32, 0.09], [-0.19, 1.80, 1.65], [-0.02, -0.30, 0.20]],
  "mulliken_charge": [-1.049, 0.748, -0.669, 0.666, -0.961, -0.084, 0.286, 0.233, 0.278, 0.371, 0.424, 0.275, -0.518]
}



7.
{
  "formula": "C6H6O",
  "method": "wB97M-V/def2-TZVPD",
  "homo_energy_ev": -8.140,
  "species": ["C", "C", "C", "C", "C", "C", "H", "H", "H", "H", "H", "H", "O"],
  "coordinates": [[0.320, 1.753, -1.747], [0.117, 0.762, -0.884], [-0.300, -0.522, 1.041], [-0.492, -0.740, 2.445], [0.098, -1.350, -0.127], [0.458, -0.662, -1.186], [0.791, 1.402, -2.699], [0.381, 2.966, -1.487], [-0.805, 0.138, 3.011], [-0.422, -1.739, 2.735], [-0.068, -2.543, -0.113], [0.875, -1.332, -1.988], [-0.245, 0.707, 0.412]],
  "forces_ev_per_a": [[1.11, 3.29, 0.35], [1.66, -2.39, -0.74], [0.51, -0.61, 1.09], [0.18, 2.69, -5.90], [-1.28, -5.11, 2.46], [-0.20, -1.11, -0.87], [-0.68, 0.67, 0.91], [-0.63, -3.67, -0.72], [0.28, -0.61, 0.22], [-0.09, -1.20, 0.82], [0.99, 2.94, 0.09], [-0.60, 1.90, 0.11], [-1.24, 3.20, 2.18]],
  "mulliken_charge": [-0.691, 0.429, 0.615, -0.959, -0.300, -0.184, 0.252, 0.221, 0.265, 0.294, 0.216, 0.254, -0.413]
}



What is the formula in the sixth record?
C6H6O